{
  "formula": "C22H32N4O3S",
  "method": "ωB97M-V with the def2-TZVPD basis set",
  "species": ["H", "C", "C", "O", "H", "H", "H", "C", "H", "N", "C", "C", "H", "C", "N", "C", "H", "O", "H", "N", "H", "N", "C", "H", "C", "H", "H", "C", "O", "H", "H", "S", "H", "H", "C", "H", "C", "H", "H", "C", "C", "H", "H", "C", "H", "C", "H", "C", "C", "H", "H", "H", "H", "H", "H", "H", "C", "H", "C", "C", "C", "H"],
  "xyz": [[-3.30, -3.52, -0.74], [2.46, 0.14, 3.52], [-2.42, -2.93, -1.02], [-1.30, -3.63, -0.53], [3.89, -0.42, 5.71], [6.19, 1.17, 4.45], [-1.87, 1.26, -5.31], [-0.12, -2.95, -0.89], [2.43, 0.60, 4.49], [-1.09, 0.88, -3.45], [2.46, -1.03, 0.95], [1.38, -0.25, 1.36], [-2.04, -1.08, -6.05], [-1.89, 3.61, 0.56], [0.27, 0.05, 0.62], [3.53, -0.64, 3.10], [5.44, 1.51, 6.01], [4.63, -0.94, 3.84], [-0.26, 0.48, -5.32], [-1.76, 1.18, 0.80], [-3.18, 3.42, -1.16], [-1.13, -2.11, -2.95], [-1.75, 1.93, -2.92], [-2.88, -0.87, -4.51], [-2.03, 0.97, -0.61], [2.46, -1.47, -0.03], [0.70, -3.54, -0.48], [-2.40, 2.38, 1.31], [-2.47, 2.66, -3.57], [4.36, -1.82, 1.53], [0.92, -2.29, -2.65], [-0.03, 1.27, 2.90], [0.00, -1.82, -4.66], [4.52, 1.72, 4.51], [5.27, 1.11, 5.02], [-0.11, -1.95, -0.44], [4.81, -0.34, 5.11], [-0.39, 2.17, -1.29], [-3.22, -2.20, -2.88], [-0.55, 0.80, 1.26], [0.01, -2.83, -2.40], [-2.20, 2.46, 2.38], [-3.12, 0.90, -0.74], [-1.48, 2.14, -1.44], [-3.48, 2.27, 1.16], [1.41, 0.33, 2.64], [-2.48, -1.94, -0.55], [-2.11, 3.44, -0.94], [-1.25, 0.49, -4.83], [0.07, -3.85, -2.84], [-1.33, -2.97, -4.87], [-0.62, 0.22, -2.86], [-1.68, 4.28, -1.48], [-2.42, -3.79, -3.00], [-0.82, 3.73, 0.77], [-2.41, 4.50, 0.92], [-1.90, -0.88, -4.98], [5.58, -0.94, 5.59], [3.51, -1.22, 1.82], [-1.04, -2.01, -4.40], [-2.36, -2.78, -2.54], [-1.57, 0.03, -0.90]],
  "nbo_charge": [0.195, -0.274, -0.072, -0.523, 0.168, 0.216, 0.239, -0.092, 0.215, -0.625, -0.189, 0.091, 0.214, -0.414, -0.542, 0.287, 0.214, -0.493, 0.183, -0.434, 0.212, -0.459, 0.691, 0.206, -0.221, 0.217, 0.192, -0.207, -0.636, 0.225, 0.200, 0.300, 0.194, 0.212, -0.638, 0.199, -0.062, 0.225, 0.205, 0.326, -0.252, 0.212, 0.204, -0.323, 0.202, -0.208, 0.164, -0.396, -0.223, 0.169, 0.175, 0.415, 0.226, 0.170, 0.203, 0.216, -0.411, 0.194, -0.252, -0.220, -0.254, 0.243],
  "smiles": "CCOc1ccc2nc(N3CCC[C@H](C(=O)NCCCN4CCOCC4)C3)sc2c1",
  "e_above_lowest_kcal_mol": 15.6
}


{
  "formula": "C22H32N4O3S",
  "method": "ωB97M-V with the def2-TZVPD basis set",
  "species": ["C", "H", "C", "C", "C", "H", "C", "H", "O", "N", "H", "H", "H", "H", "H", "C", "C", "C", "H", "H", "C", "C", "H", "H", "H", "H", "C", "C", "H", "H", "N", "C", "N", "H", "H", "H", "O", "C", "H", "C", "H", "C", "C", "H", "C", "H", "C", "H", "C", "O", "H", "H", "H", "S", "H", "C", "H", "H", "N", "H", "H", "C"],
  "xyz": [[0.14, 2.64, 0.77], [-3.66, -0.16, 0.21], [-1.48, -2.58, 0.09], [3.47, -1.07, 0.43], [0.02, 0.65, 2.45], [-3.59, 2.19, 1.03], [-2.24, 0.18, -1.42], [-1.52, -3.64, 0.36], [0.89, -2.62, 1.68], [-0.23, -2.23, -0.55], [3.81, -1.90, 1.03], [1.72, -0.49, 2.97], [5.30, 0.02, 0.52], [-1.55, -1.98, 1.00], [-0.37, -2.06, 3.46], [-0.49, 1.52, 1.51], [2.55, 1.01, -1.18], [-1.17, -1.59, -2.67], [-5.30, 1.52, -0.64], [4.37, 3.11, -0.69], [-3.33, 0.64, -0.45], [-4.51, 1.14, -1.29], [0.69, -0.04, -1.19], [2.10, 1.13, 2.39], [-0.24, 3.60, 1.13], [-3.53, -1.99, -0.34], [4.30, 0.00, 0.13], [-1.06, -1.28, 3.80], [-2.84, -3.08, -1.54], [1.45, 0.91, 4.02], [-1.80, 1.19, 1.35], [1.41, 0.55, 2.99], [-2.19, -1.14, -1.74], [1.01, 1.93, -2.35], [-0.46, -3.59, -2.14], [-0.66, -0.70, -3.05], [-1.52, 0.99, -1.97], [3.86, 1.04, -0.68], [0.83, -2.40, -2.31], [-2.62, -2.23, -0.89], [2.17, 3.07, -1.66], [2.06, 2.09, -2.11], [-1.06, -0.17, 2.82], [-1.66, -2.10, -3.51], [-0.19, -2.54, -1.96], [-0.72, -0.92, 4.77], [4.78, 2.16, -1.03], [-4.18, 1.95, -1.94], [-2.77, 1.75, 0.45], [1.88, -3.65, -0.32], [-4.91, 0.34, -1.90], [4.92, 2.23, -2.11], [5.75, 2.03, -0.56], [1.20, -2.53, 0.28], [2.64, 2.08, -3.03], [1.71, -0.04, -0.84], [-2.30, 2.52, -0.16], [1.22, 2.62, 0.92], [-2.15, 0.16, 2.14], [-2.06, -1.69, 3.90], [-0.07, 2.56, -0.30], [2.18, -1.08, -0.06]],
  "nbo_charge": [-0.660, 0.235, -0.243, -0.190, -0.137, 0.207, 0.720, 0.192, -0.947, -0.696, 0.234, 0.232, 0.214, 0.249, 0.248, 0.178, 0.078, -0.238, 0.214, 0.220, -0.326, -0.596, 0.243, 0.212, 0.222, 0.228, -0.195, -0.660, 0.200, 0.213, -0.183, -0.633, -0.442, 0.239, 0.190, 0.246, -0.665, -0.028, 0.237, -0.214, 0.216, -0.662, 0.169, 0.201, -0.244, 0.216, -0.633, 0.218, -0.198, -0.940, 0.215, 0.222, 0.219, 2.334, 0.219, -0.219, 0.231, 0.228, -0.324, 0.224, 0.236, -0.327],
  "smiles": "Cc1ccc(S(=O)(=O)N2CCN(C(=O)[C@H](C)Cn3nc(C)c(C)c3C)CC2)cc1C",
  "e_above_lowest_kcal_mol": 17.8
}


{
  "formula": "C22H32N4O4S",
  "method": "ωB97M-V with the def2-TZVPD basis set",
  "species": ["H", "H", "C", "H", "H", "C", "C", "H", "C", "H", "H", "N", "H", "C", "C", "C", "O", "H", "C", "H", "H", "H", "H", "C", "H", "O", "H", "H", "S", "N", "H", "C", "C", "H", "H", "H", "H", "C", "C", "C", "H", "C", "N", "N", "C", "C", "O", "H", "H", "H", "H", "H", "C", "H", "H", "H", "H", "H", "C", "C", "O", "C", "C"],
  "xyz": [[-3.08, 3.91, -0.68], [3.50, -1.69, 1.39], [-2.65, 0.85, -1.75], [-4.73, 0.49, -1.42], [-2.41, -3.96, 1.51], [-1.41, -0.72, -0.30], [-1.56, 3.25, 0.56], [3.53, -2.89, -3.87], [3.33, -2.21, -3.06], [-0.66, -2.17, 3.36], [5.07, -1.21, 0.77], [-0.59, 3.41, -0.27], [1.20, -3.05, 1.73], [-3.93, 1.35, 0.39], [-2.95, 3.73, 0.38], [1.38, 0.98, -2.45], [-1.15, 2.61, 1.69], [-4.31, 2.19, -1.58], [-0.82, -2.52, 1.24], [-2.23, -1.72, 2.68], [4.56, -2.90, 0.64], [2.07, -0.94, -4.23], [-0.85, -4.44, 2.20], [3.63, -1.58, -0.75], [-2.71, 0.86, -2.84], [-0.62, 0.09, 0.15], [-4.75, 0.78, 0.84], [0.48, 0.91, -1.83], [1.18, 1.62, 2.57], [2.51, 0.44, 0.07], [3.48, 2.15, 2.69], [-1.16, -1.72, 2.50], [2.51, -1.11, -3.26], [-2.89, -1.23, -1.55], [-0.82, -0.69, 2.41], [1.90, 1.89, -2.17], [2.67, 3.04, 1.37], [2.79, 2.06, 1.85], [-1.33, -3.95, 1.36], [-3.99, 1.24, -1.14], [4.51, -3.30, -1.65], [2.82, -0.46, -0.97], [0.52, 2.88, 0.28], [-2.25, -0.48, -1.33], [3.40, 1.09, 0.84], [4.22, -1.87, 0.59], [4.60, 0.99, 0.76], [-3.93, 2.74, 2.02], [-3.00, 0.90, 0.75], [1.54, 0.75, 0.08], [1.08, 1.05, -3.49], [1.04, -1.47, 0.95], [0.16, 2.40, 1.43], [0.89, -2.95, -0.01], [-5.00, 3.20, 0.69], [-1.10, -4.50, 0.45], [-3.04, 4.69, 0.89], [-1.86, 1.54, -1.44], [3.88, -2.43, -1.81], [-4.02, 2.78, 0.93], [-1.56, -1.98, 0.11], [2.25, -0.22, -2.23], [0.68, -2.49, 0.96]],
  "nbo_charge": [0.239, 0.212, -0.228, 0.203, 0.213, 0.919, 0.466, 0.210, -0.209, 0.217, 0.255, -0.295, 0.213, -0.405, -0.467, -0.634, -0.423, 0.205, 0.270, 0.209, 0.210, 0.206, 0.214, -0.002, 0.202, -0.713, 0.212, 0.227, 0.298, -0.653, 0.257, -0.644, -0.214, 0.399, 0.234, 0.231, 0.273, -0.614, -0.613, -0.416, 0.206, 0.126, -0.360, -0.624, 0.677, -0.641, -0.615, 0.213, 0.208, 0.451, 0.213, 0.235, 0.310, 0.222, 0.208, 0.217, 0.237, 0.234, -0.211, -0.386, -0.535, -0.007, -0.641],
  "smiles": "Cc1cccc(C)c1NC(=O)CSc1nnc(CCCCCNC(=O)OC(C)(C)C)o1",
  "e_above_lowest_kcal_mol": 3.3
}


{
  "formula": "C22H32N6",
  "method": "ωB97M-V with the def2-TZVPD basis set",
  "species": ["N", "H", "C", "H", "N", "N", "C", "H", "C", "N", "C", "C", "C", "C", "C", "N", "H", "C", "C", "H", "C", "H", "H", "C", "H", "H", "C", "C", "H", "C", "H", "H", "H", "H", "H", "C", "H", "C", "H", "C", "H", "C", "H", "N", "H", "H", "C", "H", "H", "H", "H", "C", "H", "H", "H", "C", "H", "H", "H", "H"],
  "xyz": [[-8.50, 2.66, 0.48], [-8.21, 3.40, 1.10], [0.62, -3.70, -1.42], [-6.54, 0.95, 1.28], [0.12, -0.87, -0.43], [3.33, -1.14, 1.25], [-0.13, -4.20, 0.81], [3.64, -3.36, 1.44], [0.97, 1.31, 0.35], [3.02, 1.60, 1.44], [5.20, 1.61, 0.75], [5.79, 1.38, -1.82], [4.88, 1.20, -0.76], [-7.53, 2.02, -0.17], [2.99, -2.58, 0.74], [-1.13, 0.88, -0.80], [-1.67, -0.89, -2.01], [6.66, 2.01, 0.79], [-0.09, 0.44, -0.33], [7.61, 2.37, -2.37], [1.18, -1.52, 0.35], [-3.38, 1.00, 0.97], [4.53, 0.04, 1.94], [-3.03, -0.65, -0.35], [1.87, -4.79, 0.20], [-2.31, -0.98, 0.43], [4.51, 1.13, 1.82], [2.09, 0.63, 0.81], [0.29, -4.23, 1.73], [1.68, -2.79, 0.33], [0.02, -4.75, -2.03], [8.43, 2.93, -0.20], [1.36, -3.63, -2.23], [-0.54, -5.12, 0.41], [5.57, 1.32, -2.90], [7.60, 2.33, -0.31], [-7.74, 1.09, -0.86], [-2.30, 0.16, -1.41], [2.75, 2.67, 1.39], [6.97, 2.16, -1.67], [-5.68, -0.14, -0.68], [-5.19, 0.71, -0.23], [-4.71, 1.55, -1.16], [2.22, -0.66, 0.77], [-8.86, 2.06, 0.86], [0.88, 2.27, 0.47], [-6.24, 1.52, 0.65], [-7.06, 2.46, -1.08], [-0.05, -2.84, -1.70], [-3.63, -1.46, -0.81], [4.05, 0.82, -1.04], [-4.04, 0.26, 0.67], [-4.32, -0.28, 1.48], [4.94, 1.79, 2.47], [-0.82, -3.40, 0.63], [1.05, -4.12, -0.33], [-5.82, 2.34, 0.94], [-1.49, 2.06, -0.49], [-2.82, 0.74, -1.93], [7.01, 2.21, 1.80]],
  "nbo_charge": [-0.772, 0.354, -0.615, 0.163, -0.624, -0.312, -0.586, 0.204, -0.385, -0.649, 0.008, -0.252, -0.140, -0.203, -0.051, -0.540, 0.220, -0.208, 0.427, 0.184, 0.316, 0.189, 0.305, -0.412, 0.265, 0.230, -0.312, 0.455, 0.203, -0.160, 0.141, 0.209, 0.233, 0.199, 0.215, -0.221, 0.179, -0.163, 0.421, -0.166, 0.200, -0.353, 0.157, -0.218, 0.317, 0.191, -0.392, 0.171, 0.287, 0.207, 0.176, -0.403, 0.200, 0.215, 0.210, -0.236, 0.178, 0.387, 0.172, 0.186],
  "e_above_lowest_kcal_mol": 498.2
}


{
  "formula": "C22H32O4",
  "method": "ωB97M-V with the def2-TZVPD basis set",
  "species": ["H", "C", "H", "O", "C", "H", "O", "H", "H", "C", "H", "H", "C", "H", "C", "H", "C", "C", "C", "H", "H", "H", "H", "H", "H", "H", "H", "O", "H", "C", "C", "C", "C", "H", "H", "H", "H", "H", "C", "H", "C", "H", "C", "H", "C", "C", "C", "C", "H", "C", "H", "H", "H", "O", "C", "H", "C", "H"],
  "xyz": [[5.35, 1.26, -0.50], [2.66, 2.55, -0.60], [3.82, -1.34, 2.10], [-1.34, 1.81, 0.17], [-4.73, 0.05, 1.49], [-1.85, -3.44, 0.83], [-3.25, 1.75, -0.86], [5.93, -0.57, 2.33], [0.64, 3.28, -0.05], [1.52, 3.56, -0.61], [0.82, -1.16, -2.55], [-3.88, -2.62, -1.11], [4.53, 0.77, -0.39], [1.09, 3.68, -1.49], [5.94, -0.16, 1.30], [1.27, 0.98, -1.63], [0.02, -1.13, -0.39], [-1.34, -0.91, -2.25], [3.53, 1.83, -0.54], [-0.38, -3.16, -0.72], [-2.32, 1.52, 2.07], [4.04, 1.02, 1.65], [4.28, -2.01, -0.38], [4.42, -0.15, -1.29], [-4.91, 0.05, 0.45], [-0.85, -2.34, 1.69], [-5.47, -0.39, 1.90], [0.14, 0.92, -2.07], [-3.72, -0.87, -0.94], [2.22, -0.66, 0.81], [-2.58, 1.59, 0.13], [-3.17, -1.58, -0.80], [1.48, -1.44, -0.25], [6.29, -0.73, 0.76], [-0.87, 1.58, -0.77], [-2.14, 0.00, -2.16], [-3.02, -0.97, 2.55], [-3.06, 3.16, 1.69], [-2.97, 2.00, 1.54], [1.96, -2.22, -0.68], [-0.87, -2.38, -0.44], [-2.14, -2.78, -2.17], [-1.93, -2.00, -1.59], [-1.60, -0.93, -3.24], [-2.85, -1.60, 0.72], [-0.04, -0.68, -1.92], [3.64, -1.25, 1.04], [-3.44, -0.91, 1.45], [-4.52, 1.43, 2.98], [4.43, 0.06, 1.21], [1.80, 0.14, 1.25], [1.80, 4.55, -0.40], [-0.29, -0.51, 0.22], [4.21, -2.25, 0.54], [-1.48, -2.38, 0.73], [-5.23, 1.88, 1.42], [-4.43, 1.55, 1.63], [6.64, 0.65, 1.38]],
  "nbo_charge": [0.195, -0.024, 0.187, -0.711, -0.400, 0.213, -0.619, 0.191, 0.240, -0.668, 0.198, 0.169, -0.444, 0.230, -0.574, 0.505, -0.263, -0.524, -0.048, 0.203, 0.214, 0.253, 0.463, 0.174, 0.193, 0.227, 0.202, -0.805, 0.186, -0.189, 0.791, -0.354, -0.187, 0.167, 0.528, 0.265, 0.167, 0.247, -0.478, 0.183, -0.223, 0.201, -0.198, 0.236, 0.005, 0.162, 0.066, -0.187, 0.125, -0.189, 0.205, 0.230, 0.198, -0.638, -0.408, 0.172, -0.274, 0.212],
  "e_above_lowest_kcal_mol": 533.5
}


{
  "formula": "C22H33Cl2InN4O3",
  "method": "ωB97M-V with the def2-TZVPD basis set",
  "species": ["O", "H", "C", "C", "H", "Cl", "H", "C", "C", "N", "H", "N", "O", "C", "C", "Cl", "C", "H", "C", "C", "H", "H", "H", "C", "H", "H", "H", "H", "H", "O", "C", "H", "H", "H", "H", "H", "H", "H", "H", "C", "C", "N", "C", "H", "H", "H", "C", "H", "C", "H", "C", "C", "H", "H", "N", "C", "H", "H", "C", "In", "H", "C", "C", "H", "H"],
  "xyz": [[-0.72, 0.87, -1.59], [-4.01, -0.75, 3.61], [-3.39, -0.54, 4.50], [2.44, -2.20, 2.30], [2.95, 2.12, 1.44], [-2.91, 0.61, 0.25], [1.80, 2.73, 2.65], [1.64, 3.83, -1.55], [0.77, 3.26, -0.53], [2.36, -1.13, 1.48], [1.11, 4.53, -2.17], [1.28, -2.91, 2.36], [-1.24, -2.92, 0.05], [1.02, 2.81, 0.69], [-1.70, -0.72, 2.79], [1.28, -1.11, -1.21], [-1.06, 1.69, -4.18], [3.51, -3.38, 3.72], [-2.86, 2.80, -5.36], [-2.28, 3.55, -3.13], [-1.74, 1.12, -6.11], [5.70, -2.16, 3.25], [-0.30, -4.41, -3.90], [-1.30, 2.53, -3.08], [-2.54, -2.34, -1.93], [0.39, -2.43, 2.19], [2.67, 3.90, 1.59], [0.75, -4.84, -2.48], [-3.52, -1.34, 5.26], [-0.56, -0.67, 2.25], [2.20, 2.92, 1.63], [-2.22, -3.10, -3.52], [-3.69, 0.43, 4.94], [3.49, 0.31, 0.45], [0.41, -4.04, -0.50], [-1.15, -0.94, 5.93], [0.98, -3.26, -3.33], [1.83, 2.99, -2.20], [-3.55, 2.85, -6.22], [4.77, -0.87, 1.77], [-0.51, -3.51, -0.82], [-1.98, -0.50, 4.06], [3.62, -2.57, 3.00], [0.01, -0.34, 4.71], [-3.81, 4.43, -4.34], [-0.25, 0.96, -4.12], [-1.78, -2.56, -2.68], [0.33, 2.05, 1.08], [0.25, -4.03, -3.03], [-1.32, -1.64, -3.07], [-1.00, -0.24, 5.10], [3.52, -0.51, 1.20], [2.60, 4.27, -1.21], [-1.13, 0.77, 5.51], [-0.75, -3.45, -2.12], [-1.87, 1.82, -5.30], [-0.61, 2.87, -0.91], [1.27, -3.68, 3.01], [-3.04, 3.67, -4.28], [-0.94, -0.73, -0.24], [-2.58, -0.96, 2.18], [-0.75, 2.11, -1.80], [4.80, -1.90, 2.72], [5.69, -0.32, 1.47], [-2.40, 4.19, -2.26]],
  "nbo_charge": [-0.665, 0.228, -0.404, 0.384, 0.233, -0.680, 0.221, -0.698, -0.019, -0.458, 0.219, -0.810, -0.744, -0.220, 0.544, -0.664, -0.190, 0.203, -0.195, -0.188, 0.212, 0.212, 0.201, -0.082, 0.247, 0.431, 0.211, 0.213, 0.198, -0.696, -0.648, 0.203, 0.207, 0.195, 0.177, 0.200, 0.229, 0.233, 0.219, -0.332, 0.535, -0.398, -0.323, 0.245, 0.217, 0.234, -0.436, 0.211, -0.407, 0.227, -0.421, 0.067, 0.227, 0.204, -0.389, -0.206, 0.230, 0.371, -0.216, 1.264, 0.172, 0.389, -0.162, 0.215, 0.226],
  "e_tot_ha": -2413.2357
}